Record 1
The following is a quantum chemistry calculation of 2 unconnected molecules or ions with the total composition C3H12N3O at a distorted geometry, from the OMol25 dataset.

Its expectation value of S² is 0.756. As for the charge: +2. The calculation puts the total energy at -9804.513 eV. Its spin multiplicity is 2. The HOMO energy (alpha / beta) comes out at -20.2288 / -20.2188 eV. As for the energy above the lowest of the compared OMol25 structures with the same formula, charge and spin: 0.052 eV.

Geometry as XYZ:
```
19
Properties=species:S:1:pos:R:3:forces:R:3
O 1.3314 -2.3297 -1.0742 0.020 -0.214 -0.059
N 1.4228 0.7357 -1.0231 0.679 -0.646 -1.439
N -0.4650 -0.2520 -0.2077 0.790 0.106 0.578
N -0.5910 1.8603 -1.2705 -0.268 0.364 0.594
C -1.3553 -0.1032 0.8665 -1.051 -0.072 -0.257
C -0.5660 0.0723 2.2373 0.483 0.939 0.485
C 0.1190 0.8304 -0.9031 0.450 0.668 -0.038
H 0.7840 -3.0700 -1.3801 -0.101 0.167 -0.056
H -0.5997 1.1345 2.5128 0.036 -0.100 -0.385
H -1.9450 -1.0168 0.9809 0.124 -0.236 -0.085
H -2.0389 0.7226 0.6971 0.009 0.133 0.111
H 1.9711 1.3803 -1.5992 -0.399 0.361 0.390
H 0.1583 -1.0877 -0.2209 -0.173 -0.282 -0.188
H 1.8204 -0.1982 -1.1332 -0.130 -0.224 0.482
H -1.0727 -0.4541 3.0391 -0.010 -0.465 -0.232
H 2.2213 -2.7201 -1.1171 -0.073 0.260 0.239
H -1.4882 2.0080 -0.8256 -0.258 0.027 -0.386
H -0.1868 2.6948 -1.7098 -0.025 -0.497 0.077
H 0.4803 -0.2069 2.1308 -0.104 -0.289 0.170
```
Forces are in eV/Å.

=====

Record 2
The following is a quantum chemistry calculation of a gas-phase ion, C3H12N3P2 (charge +1) at a distorted geometry, from the OMol25 dataset.

As for the charge: +1. The calculation puts the total energy at -26343.609 eV. Its spin multiplicity is 1. The HOMO energy comes out at -12.1766 eV. As for the energy above the lowest of the compared OMol25 structures with the same formula, charge and spin: 1.551 eV.

Geometry as XYZ:
```
20
Properties=species:S:1:pos:R:3:forces:R:3
P 0.3175 2.9516 0.0427 0.922 0.190 3.067
P -2.5376 1.3912 0.2985 -0.388 0.497 -0.029
N 0.3515 -1.1776 -0.0910 2.309 0.362 0.108
N -1.6503 0.1031 0.4158 -2.757 -0.159 -0.671
N 0.6344 1.2570 -0.1442 -1.796 -2.367 0.482
C -0.0219 -1.4150 -1.5448 -1.861 2.994 0.272
C -0.3377 0.1270 0.5260 5.147 1.394 -0.057
C 0.1312 -2.4918 0.6200 -1.858 1.171 -0.301
H -1.0991 -1.7067 -1.5756 1.099 -0.457 0.045
H -0.9198 -2.5148 0.3858 -0.809 -0.847 1.144
H 0.7139 1.0802 -1.1243 0.134 -0.441 -0.639
H -3.8250 0.8048 0.2466 -0.073 -0.404 -0.020
H 0.6836 -1.9938 -2.0998 0.275 -0.728 0.128
H 0.5661 3.4645 -1.1869 0.345 0.042 -1.430
H -0.0738 -0.3937 -2.0224 0.309 -1.074 0.347
H 0.5097 -3.2857 0.0688 1.179 -1.093 -1.484
H 1.3597 -0.8717 -0.0635 -1.044 -0.436 -0.053
H 1.6691 3.1563 0.5697 -0.967 0.490 -0.464
H 0.4100 -2.7320 1.6412 -0.022 1.297 0.280
H -0.0101 0.1753 1.5926 -0.146 -0.433 -0.724
```
Forces are in eV/Å.

=====

Record 3
The following is a quantum chemistry calculation of 2 unconnected molecules or ions with the total composition C3H12N3S at a distorted geometry, from the OMol25 dataset.

Its expectation value of S² is 2.008. As for the charge: +1. The calculation puts the total energy at -18600.635 eV. Its spin multiplicity is 3. The HOMO energy (alpha / beta) comes out at -9.4117 / -12.3725 eV. As for the energy above the lowest of the compared OMol25 structures with the same formula, charge and spin: 1.447 eV.

Geometry as XYZ:
```
19
Properties=species:S:1:pos:R:3:forces:R:3
S -0.4922 -3.0070 0.2480 0.617 -0.316 0.149
N -1.9904 -0.1063 0.1135 -0.681 0.563 0.879
N 0.7566 -0.6705 1.1922 0.366 0.341 0.478
N 1.5111 1.5020 -0.2253 -0.377 0.048 -0.735
C -0.9064 -0.4633 -0.6041 0.839 -1.726 -0.664
C 0.2539 1.6896 -0.9904 1.498 2.622 0.035
C 0.1820 -1.2651 0.0043 -1.249 -0.709 -0.471
H -0.4153 2.3894 -0.5192 -0.271 -0.241 0.239
H 2.2517 1.1819 -0.8543 -0.042 0.082 0.211
H 0.9775 -1.4341 -0.7243 -0.070 0.062 -0.010
H 0.0663 -0.5706 1.9329 0.138 -0.103 -0.029
H -2.7669 0.3199 -0.3607 -0.103 -0.008 0.110
H -1.4896 -2.6723 1.0727 -0.102 0.185 -0.026
H -1.0910 -0.6439 -1.6525 0.018 0.064 -0.084
H 1.4945 -1.2653 1.5597 -0.137 -0.050 0.091
H 1.3317 0.7294 0.5082 -0.078 -0.349 0.293
H 0.4100 1.8475 -2.0434 -0.060 -0.428 -0.256
H 1.8351 2.3561 0.2409 -0.122 -0.123 -0.091
H -1.9186 0.0826 1.1018 -0.185 0.083 -0.119
```
Forces are in eV/Å.

=====

Record 4
The following is a quantum chemistry calculation of 2 unconnected molecules or ions with the total composition C3H12NO at a distorted geometry, from the OMol25 dataset.

As for the charge: +1. The calculation puts the total energy at -6835.146 eV. Its spin multiplicity is 1. The HOMO energy comes out at -15.6709 eV. As for the energy above the lowest of the compared OMol25 structures with the same formula, charge and spin: 2.269 eV.

Geometry as XYZ:
```
17
Properties=species:S:1:pos:R:3:forces:R:3
O -1.3166 1.5549 2.7895 3.259 -0.144 1.162
N -0.4190 0.8211 -0.1167 2.163 5.340 -1.362
C 0.6741 -0.1325 -0.5210 -2.143 -3.475 0.515
C 1.0571 -0.1923 -1.9738 -1.258 -1.505 -3.215
C 0.1237 -1.5556 -0.0200 0.538 -0.628 3.858
H -0.3163 1.6818 -0.8035 -0.529 -1.960 1.400
H -1.3541 0.5448 -0.1786 -1.796 -1.162 -0.348
H 0.5361 -1.7026 1.1510 -1.772 0.739 -2.713
H -2.2296 1.3927 2.8081 -1.960 -0.383 0.508
H -1.0137 -1.7388 -0.0807 1.692 0.851 0.230
H -0.9122 1.3191 3.6885 -1.203 0.502 -1.944
H 0.5278 -2.5264 -0.3452 0.402 0.923 -1.031
H -0.3358 1.3331 0.8085 0.083 -1.276 -0.413
H 0.2725 -0.3720 -2.9378 1.199 1.421 3.073
H 1.7724 0.6052 -2.1857 -0.048 -0.369 -0.528
H 1.4413 -1.2349 -2.1656 0.695 1.309 0.682
H 1.4923 0.2024 0.0830 0.679 -0.185 0.127
```
Forces are in eV/Å.